C43H55N6OSW | ωB97M-V/def2-TZVPD

The geometry in XYZ format:
```
107
Properties=species:S:1:pos:R:3
W -0.2081 0.3214 -0.2762
C 6.0432 1.3540 -1.2869
C 4.9205 1.9136 -2.1656
C 3.6173 1.9938 -1.4337
C 3.0545 3.0900 -0.8446
C 3.5566 4.4995 -0.8643
C 2.9213 5.3199 -1.9911
C 1.8314 2.6554 -0.2420
C 0.9441 3.5103 0.4013
C -0.2173 3.1515 1.0352
C -0.9883 3.9988 1.9150
C -0.7116 5.4482 2.1573
C 0.3981 5.6686 3.1915
C -1.9104 3.2014 2.5184
C -1.7134 1.8689 1.9980
C -2.3624 0.7349 2.4251
C -2.0845 -0.5589 2.0193
N -1.1001 -0.9304 1.1251
C -1.2795 -2.2968 0.9325
C -0.5762 -3.0877 0.0549
C 0.4752 -2.6923 -0.7557
N 0.9100 -1.3992 -0.8577
C 2.0944 -1.4573 -1.5501
C 2.9270 -0.3697 -1.7159
C 2.7387 0.8910 -1.1860
N 1.6612 1.2995 -0.4097
C 2.3625 -2.8050 -1.9720
C 1.3499 -3.5761 -1.4774
C 1.1877 -5.0615 -1.5509
C 1.7350 -5.7741 -0.3095
C 3.5842 -3.2374 -2.7198
C 4.8015 -3.4142 -1.8060
C -2.3483 -2.7776 1.7598
C -2.8420 -1.7034 2.4388
C -4.0029 -1.6592 3.3807
C -5.2992 -1.2330 2.6833
C -2.8448 -4.1881 1.7744
C -3.7769 -4.4806 0.5925
N -0.7216 1.8705 1.0491
C -2.8978 3.5580 3.5833
C -2.4004 3.2053 4.9893
H 6.9814 1.3043 -1.8392
H 5.8023 0.3504 -0.9324
H 6.1960 1.9843 -0.4102
H 4.8079 1.2978 -3.0612
H 5.1929 2.9089 -2.5192
H 4.6410 4.4917 -0.9821
H 3.3636 4.9770 0.0989
H 3.1511 4.8790 -2.9624
H 3.2925 6.3445 -1.9859
H 1.8350 5.3500 -1.8893
H 1.2354 4.5502 0.4644
H -1.6270 5.9348 2.4969
H -0.4420 5.9321 1.2154
H 0.1170 5.2444 4.1554
H 0.5912 6.7318 3.3322
H 1.3286 5.1912 2.8807
H -3.1498 0.8595 3.1556
H -0.8364 -4.1376 0.0377
H 3.8266 -0.5219 -2.2981
H 1.6984 -5.4347 -2.4399
H 0.1311 -5.3074 -1.6824
H 2.8024 -5.5845 -0.1930
H 1.5879 -6.8512 -0.3847
H 1.2381 -5.4249 0.5969
H 3.8150 -2.5086 -3.5011
H 3.3753 -4.1770 -3.2334
H 5.0446 -2.4840 -1.2898
H 5.6752 -3.7243 -2.3786
H 4.6083 -4.1711 -1.0455
H -3.7825 -0.9781 4.2060
H -4.1372 -2.6438 3.8303
H -5.1983 -0.2441 2.2332
H -6.1278 -1.2033 3.3905
H -5.5572 -1.9296 1.8854
H -3.3710 -4.3737 2.7114
H -1.9981 -4.8785 1.7609
H -4.6523 -3.8315 0.6203
H -4.1182 -5.5152 0.6165
H -3.2767 -4.3042 -0.3610
H -3.8451 3.0492 3.3888
H -3.1104 4.6266 3.5286
H -2.1863 2.1393 5.0776
H -3.1462 3.4657 5.7399
H -1.4824 3.7455 5.2216
S -3.8156 -1.6209 -2.7955
C -2.6153 -0.9452 -2.0001
N -1.7147 -0.4501 -1.4201
O -0.4197 1.7140 -1.8841
C -0.3813 1.5637 -3.1352
C -0.8696 2.6842 -3.9974
C -2.2095 2.3206 -4.6628
C -2.0619 1.4521 -5.9101
C -1.4314 0.0809 -5.6800
C -0.0115 0.1401 -5.1272
N 0.0395 0.4439 -3.6933
H -0.1233 2.9207 -4.7607
H -0.9806 3.5490 -3.3472
H -2.7055 3.2508 -4.9413
H -2.8564 1.8293 -3.9295
H -1.4641 1.9976 -6.6488
H -3.0482 1.3127 -6.3557
H -1.3961 -0.4512 -6.6330
H -2.0497 -0.5196 -5.0067
H 0.5875 0.8763 -5.6686
H 0.4823 -0.8227 -5.2451
H 0.2439 -0.3233 -3.0648
```

As for the multiplicity: 3. Its charge is +1. As for the expectation value of S²: 2.024. Its molar mass is 887.86 g mol⁻¹. For the LUMO energy (alpha / beta), the calculation gives -3.7 / -3.9 eV. The calculation puts the frontier orbital gap (alpha / beta) at 5.776 / 5.598 eV. The energy above the lowest of the compared OMol25 structures with the same formula, charge and spin comes out at 8.1 kcal/mol. The calculation puts the total energy at -69133.0723 eV. For the max |F|, the calculation gives 0.2 eV Å⁻¹.

***

C3H4Cl2N3 | ωB97M-V/def2-TZVPD

The geometry in XYZ format:
```
12
Properties=species:S:1:pos:R:3
N 1.0000 -0.0766 -0.1461
C -0.3374 0.0200 -0.0981
C -1.1499 1.1358 -0.1240
N -2.4468 0.6920 -0.1187
Cl -3.8323 1.6906 -0.1530
C -2.4486 -0.6314 -0.0931
Cl -4.0246 -1.5954 -0.0027
N -1.1815 -1.0733 -0.0765
H 1.5436 0.7655 -0.0467
H 1.4633 -0.9427 0.0749
H -0.8949 2.1731 -0.1533
H -0.9065 -2.0463 -0.0734
```

Its charge is +1. Its molar mass is 152.99 g mol⁻¹. As for the SMILES: Nc1cn(Cl)c(Cl)[nH+]1. For the LUMO energy, the calculation gives -4.2 eV. The calculation puts the frontier orbital gap at 8.855 eV. The energy above the lowest of the compared OMol25 structures with the same formula, charge and spin comes out at 1.2 kcal/mol. The calculation puts the total energy at -32682.9381 eV. For the max |F|, the calculation gives 3.8 eV Å⁻¹.

***

C24H37AlF15O13S | ωB97M-V/def2-TZVPD

The geometry in XYZ format:
```
91
Properties=species:S:1:pos:R:3
O -0.7043 0.1226 2.5761
S -0.1785 1.4128 2.2350
O -0.3826 2.5446 3.0993
O 1.4546 1.3028 2.1354
C -0.5013 1.7983 0.5387
C -1.9706 2.0202 0.1095
C -2.9917 2.4381 1.1649
C -4.3689 2.6050 0.4806
Al -5.4557 0.8864 0.4882
H 1.6379 0.6591 1.4316
H 0.0921 2.6968 0.3295
H -0.0610 0.9695 -0.0275
H -2.3655 1.1305 -0.3941
H -1.9341 2.8479 -0.5984
H -2.6888 3.3866 1.6389
H -3.0441 1.6902 1.9692
H -4.1770 2.8159 -0.5868
H -4.9074 3.4753 0.8771
H -5.0160 0.0393 -0.8485
H -5.0676 -0.0357 1.7766
H -7.0502 1.2066 0.4006
C -3.5012 -4.5938 -2.6333
C -3.3495 -3.3146 -1.8394
O -3.1775 -2.1700 -2.6990
C -4.2945 -1.6722 -3.2206
O -5.3991 -2.1117 -3.1297
C -3.9654 -0.3649 -3.9680
F -2.9361 -0.5371 -4.8184
F -3.6248 0.5736 -3.1022
F -5.0125 0.0366 -4.6793
H -2.6512 -4.7330 -3.3038
H -3.5525 -5.4437 -1.9517
H -4.4122 -4.5757 -3.2299
H -2.4456 -3.3354 -1.2301
H -4.2010 -3.1400 -1.1866
C 4.2996 3.6732 1.2034
C 3.8896 2.4901 0.3586
O 4.0041 2.7896 -1.0588
C 5.1637 2.7233 -1.7070
O 6.2514 2.4537 -1.2915
C 4.8864 3.0285 -3.1945
F 4.0911 4.0850 -3.3431
F 4.2924 1.9710 -3.7623
F 6.0220 3.2609 -3.8422
H 3.7071 4.5486 0.9362
H 4.1247 3.4431 2.2540
H 5.3546 3.9118 1.0669
H 2.8423 2.2739 0.5316
H 4.4855 1.6082 0.5900
C 5.4574 -0.9622 -1.5373
C 4.5170 -1.8857 -2.2899
O 3.8558 -2.8426 -1.4227
C 2.8465 -2.5059 -0.6742
O 2.3427 -1.4260 -0.5297
C 2.3477 -3.7887 0.0263
F 3.3656 -4.4670 0.5590
F 1.7380 -4.5796 -0.8639
F 1.5029 -3.4901 0.9645
H 6.1922 -1.5386 -0.9744
H 5.9853 -0.3020 -2.2256
H 4.9079 -0.3431 -0.8327
H 5.0553 -2.5103 -2.9982
H 3.7605 -1.3183 -2.8319
C 1.1180 8.4000 0.7759
C -0.0417 7.6511 1.3938
O -0.9159 7.1076 0.3816
C -0.5182 5.9757 -0.1758
O 0.4882 5.3709 0.0539
C -1.5917 5.4675 -1.1618
F -2.0135 6.4396 -1.9743
F -2.6285 5.0005 -0.4727
F -1.0785 4.4943 -1.9156
H 0.7547 9.1808 0.1069
H 1.7161 8.8637 1.5607
H 1.7583 7.7282 0.2055
H -0.6780 8.3163 1.9731
H 0.2956 6.8427 2.0419
C -0.1895 -5.7582 2.8076
C 0.3562 -7.1664 2.7598
O -0.3491 -8.0521 3.6708
C -1.4848 -8.5699 3.2375
O -1.9900 -8.4437 2.1646
C -2.0812 -9.4809 4.3339
F -2.0620 -8.8978 5.5315
F -1.3585 -10.6115 4.4161
F -3.3295 -9.8129 4.0437
H -0.1546 -5.3700 3.8249
H 0.4134 -5.1082 2.1720
H -1.2232 -5.7090 2.4672
H 1.3882 -7.1984 3.1057
H 0.3146 -7.5910 1.7575
```

Its charge is -1. Its molar mass is 877.57 g mol⁻¹. For the LUMO energy, the calculation gives 1.8 eV. The calculation puts the frontier orbital gap at 6.573 eV. The energy above the lowest of the compared OMol25 structures with the same formula, charge and spin comes out at 0.0 kcal/mol. The calculation puts the total energy at -110302.3658 eV. For the max |F|, the calculation gives 1.4 eV Å⁻¹.